10
Properties=species:S:1:pos:R:3 method="wB97M-V/def2-TZVPD" total_energy_ev=-14526.0394 mol_weight_g_mol=88.05 largest_force_ev_per_a=6.500 lumo_ev=-0.4925 orbital_gap_ev=9.158 charge=0
C -0.001 0.255 1.487
H -0.321 -0.307 2.414
H -0.314 1.187 1.851
P -0.382 -0.369 -2.565
H 1.238 0.103 -0.836
H 0.892 0.074 -3.126
C 0.325 -0.213 -1.075
C -0.689 -0.261 0.242
H 1.055 0.170 1.399
O -1.803 -0.639 0.208

78
Properties=species:S:1:pos:R:3 method="wB97M-V/def2-TZVPD" total_energy_ev=-56969.4615 mol_weight_g_mol=583.60 largest_force_ev_per_a=0.433 lumo_ev=0.5645 orbital_gap_ev=7.553 charge=0
C -0.420 2.074 -4.470
C -0.185 3.228 -3.720
C 4.709 4.421 2.096
H -0.516 -3.372 0.865
C 2.846 2.384 1.618
C -3.600 -3.201 2.256
H 1.179 6.059 -1.433
H -0.791 2.169 -5.487
O 0.053 -0.313 2.824
H -2.849 -0.443 -1.586
H -4.674 0.002 -5.425
H -4.321 -2.725 -1.017
C -3.541 -1.796 -5.131
C 0.793 -1.390 2.446
H -4.234 0.853 -3.142
H 2.403 -2.406 -0.330
H 2.040 -4.371 3.468
C 2.738 2.507 5.239
H -2.367 -3.493 -4.569
H 2.135 1.860 5.869
C 0.724 5.420 -2.186
H 2.492 3.549 5.458
H 5.424 5.211 2.288
C -2.531 -2.079 -2.951
H -1.111 -4.916 -3.286
H 3.795 2.335 5.452
C 1.072 -2.467 3.277
H 0.697 -2.484 4.293
Li 0.220 -1.031 -1.534
H 4.988 4.437 -0.027
C 1.832 -3.536 2.810
C 3.120 2.821 2.926
H 0.240 -0.368 4.899
H -4.092 -3.258 3.221
C 4.461 3.991 0.808
C -3.836 -0.106 -3.451
C -2.225 -3.359 2.163
C -2.771 -2.541 -4.245
C 3.540 2.973 0.568
N 0.970 1.861 -0.532
H -0.373 4.208 -4.142
H 3.377 2.624 -0.444
C 1.267 -1.353 1.126
H -0.376 -0.047 -4.534
C 0.479 1.814 -1.880
H -1.195 -1.191 4.235
H 1.375 5.365 -3.061
H -3.719 -2.168 -6.133
C -3.723 -2.887 -0.129
H 1.638 0.906 2.355
H 1.147 2.799 -0.210
C -0.525 -0.336 4.118
C -4.347 -2.968 1.108
H -5.423 -2.852 1.175
C -4.080 -0.581 -4.733
H -1.187 -5.360 -1.579
O 2.421 2.174 3.900
H 2.917 -4.340 1.140
H 4.238 4.156 4.174
C -0.191 0.827 -3.909
P -1.410 -2.981 -1.820
H -2.687 -4.962 -2.449
N 0.902 -0.349 0.208
C -3.060 -0.843 -2.572
C -1.597 -3.263 0.926
H -1.632 -3.553 3.050
O 0.559 4.147 -1.592
C 0.259 0.636 -2.586
C 2.315 -3.519 1.513
C 2.030 -2.436 0.688
C 0.280 3.089 -2.427
N 1.923 1.338 1.491
C 1.249 0.896 0.359
C -2.339 -3.027 -0.234
H -1.094 0.584 4.213
C -1.629 -4.725 -2.346
H -0.235 5.851 -2.483
C 4.039 3.825 3.163